(1)
Entry from the OMol25 dataset: C42H41Cl2IrN5O2P2STe2 as an isolated structure (ωB97M-V with the def2-TZVPD basis set).

Its molar mass is 1260.16 g mol⁻¹. As for the net charge: +2. The frontier orbital gap (spin up / spin down) comes out at 0.20709 / 0.20198 hartree. The calculation puts the HOMO energy (spin up / spin down) at -12.3314 / -12.3169 eV. The expectation value of S² is 0.767. For the relative energy (zero: lowest compared OMol25 entry of this formula, charge and spin), the calculation gives 77.2 kcal per mole. The multiplicity is 2.

Last column: Löwdin spin population.
Element x y z (Å)
1 Ir -0.20495 0.66514 0.55656  0.108
2 C 3.21919 -2.26855 0.19588  0.000
3 C 2.11190 -1.36721 0.63053  0.001
4 N 1.24302 -0.86499 -0.15764  0.013
5 N 1.44855 -0.94769 -1.51081  0.005
6 C 0.53711 -0.39881 -2.31449  0.004
7 N 0.79589 -0.33362 -3.60830  0.000
8 S -0.97383 0.13923 -1.71182  0.003
9 C 1.98092 -0.89506 2.01932  0.000
10 C 2.81159 -1.34318 3.02214  0.000
11 C 2.77079 -0.74251 4.27215  0.000
12 C 1.87228 0.27906 4.49055  0.000
13 C 1.02951 0.64996 3.45557  -0.001
14 N 1.07959 0.09005 2.24424  0.004
15 H 2.94101 -2.83444 -0.69291  0.000
16 H 3.47343 -2.98237 0.97566  0.000
17 H 4.10923 -1.67041 -0.01078  0.000
18 H 2.40169 -1.06528 -1.84467  0.000
19 H 1.70626 -0.54715 -3.98907  0.000
20 H 0.11552 0.09056 -4.21925  0.000
21 H 3.51365 -2.14157 2.83771  0.000
22 H 3.44453 -1.06545 5.05418  0.000
23 H 1.81987 0.79740 5.43714  0.000
24 H 0.29601 1.42417 3.59661  0.000
25 Te -0.75493 -2.73132 3.12508  0.009
26 C -2.31701 -3.90375 3.91596  0.018
27 C -3.22337 -4.54980 3.09132  0.005
28 C -4.26991 -5.24300 3.68635  0.002
29 N -4.44380 -5.31956 5.00352  -0.001
30 C -3.56317 -4.69616 5.78296  0.002
31 C -2.48016 -3.97734 5.28989  0.001
32 C -1.90676 -2.12417 1.42063  0.382
33 P -2.10552 -0.31702 1.35950  0.037
34 C -3.68515 0.06097 0.54816  0.003
35 C -3.77107 1.06032 -0.41072  0.000
36 C -5.00554 1.45625 -0.90975  0.000
37 C -6.16044 0.85253 -0.44157  0.000
38 C -6.08107 -0.14802 0.52007  0.000
39 C -4.85262 -0.53867 1.02045  0.003
40 C -2.46852 0.24928 3.04615  -0.001
41 C -2.04825 1.52281 3.41994  0.000
42 C -2.33650 2.01683 4.68694  0.000
43 C -3.06581 1.24406 5.57642  0.000
44 C -3.51005 -0.01858 5.19902  0.000
45 C -3.21222 -0.51699 3.94378  0.003
46 P -1.42694 -2.88526 -0.11316  0.268
47 C -1.00263 -4.63803 0.12629  0.035
48 C 0.24856 -4.97230 0.64849  0.010
49 C 0.58273 -6.29500 0.88254  -0.001
50 C -0.32262 -7.30239 0.57248  0.010
51 C -1.54698 -6.98356 0.00430  0.001
52 C -1.88596 -5.65859 -0.22861  0.012
53 C -2.88913 -2.96412 -1.18098  0.043
54 C -4.18184 -3.01783 -0.66766  0.011
55 C -5.26655 -3.11831 -1.52807  0.001
56 C -5.06490 -3.17908 -2.89943  0.005
57 C -3.77545 -3.14431 -3.41646  0.000
58 C -2.69199 -3.03117 -2.56049  0.009
59 H -3.12100 -4.52837 2.01397  0.001
60 H -4.99833 -5.76642 3.07670  0.000
61 H -3.73100 -4.77023 6.85123  0.000
62 H -1.79375 -3.49059 5.97200  0.000
63 H -2.86811 1.52707 -0.76504  0.000
64 H -5.06860 2.24227 -1.65164  0.000
65 H -7.12534 1.16403 -0.81911  0.000
66 H -6.98401 -0.61542 0.89126  0.000
67 H -4.80447 -1.30707 1.78206  0.002
68 H -1.50117 2.12794 2.70453  0.001
69 H -1.99606 3.00250 4.97781  0.000
70 H -3.29949 1.62754 6.56081  0.000
71 H -4.09504 -0.61623 5.88605  0.000
72 H -3.58072 -1.49467 3.65829  0.002
73 H 0.97943 -4.19472 0.83279  0.001
74 H 1.55129 -6.54673 1.29455  0.000
75 H -0.06373 -8.33720 0.75371  0.001
76 H -2.24256 -7.76832 -0.26282  0.000
77 H -2.84204 -5.42084 -0.67527  0.001
78 H -4.33306 -2.99322 0.40273  0.002
79 H -6.27010 -3.15800 -1.12391  0.001
80 H -5.91323 -3.25813 -3.56656  0.000
81 H -3.61826 -3.20536 -4.48542  0.000
82 H -1.68532 -2.99746 -2.96530  0.003
83 C -2.26830 3.94826 -0.61142  -0.003
84 Te -0.31498 3.09889 -0.66016  -0.025
85 C 0.31622 4.39616 0.88447  -0.003
86 H -2.78058 3.72008 0.31932  0.000
87 H -2.84040 3.57063 -1.45576  0.000
88 H -2.15969 5.02707 -0.72190  -0.001
89 H 0.43449 5.39294 0.46202  -0.001
90 H 1.26504 4.03842 1.27176  0.000
91 H -0.44970 4.41248 1.65546  0.000
92 Cl 4.12604 0.83167 -2.62323  0.000
93 C 3.76215 2.13170 -1.43468  0.001
94 Cl 2.90573 3.44389 -2.23027  0.000
95 C 3.03275 1.48213 -0.23927  0.002
96 O 3.68989 0.63533 0.34709  0.001
97 O 1.83733 1.84717 0.03187  0.010
98 H 4.72241 2.50675 -1.09900  0.000

=====

(2)
Entry from the OMol25 dataset: an isolated ion of composition C9H11N2O and charge +1 (ωB97M-V with the def2-TZVPD basis set).

Its molar mass is 163.20 g mol⁻¹. As for the net charge: +1. The frontier orbital gap comes out at 0.32342 hartree. The calculation puts the HOMO energy at -12.8786 eV. For the relative energy (zero: lowest compared OMol25 entry of this formula, charge and spin), the calculation gives 57.7 kcal per mole. The multiplicity is 1.

Last column: natural (NBO) charge in e.
Element x y z (Å)
1 C 0.49873 -0.76589 -1.74168  -0.625
2 C -0.86038 -0.31384 -1.02253  -0.031
3 N -1.42658 -1.42164 -0.37166  -0.315
4 C -1.45272 -2.06418 0.61420  0.791
5 N -1.75646 -2.89674 1.50749  -0.812
6 C -0.65534 0.76498 0.09301  -0.388
7 C -0.11223 1.92989 -0.64179  -0.076
8 C 1.10388 2.41558 -0.38510  -0.260
9 C 1.91071 1.79279 0.60312  -0.068
10 C 1.57219 0.70005 1.32171  -0.326
11 C 0.23419 0.24788 1.21693  0.571
12 O -0.26444 -0.60417 1.93378  -0.626
13 H 1.26598 -1.19748 -1.18414  0.227
14 H 0.99423 0.20033 -2.26109  0.240
15 H 0.28015 -1.46993 -2.53380  0.238
16 H -1.59752 -0.08706 -1.80395  0.252
17 H -2.29201 -3.79277 1.37367  0.488
18 H -1.45179 -2.40062 2.34195  0.480
19 H -1.58222 0.92466 0.62906  0.273
20 H -0.66995 2.30389 -1.46794  0.222
21 H 1.33656 3.32799 -1.04366  0.259
22 H 2.85511 2.25733 0.73635  0.235
23 H 2.06989 0.14897 2.08604  0.253

=====

(3)
Entry from the OMol25 dataset: C20H21O3Ti as an isolated structure (ωB97M-V with the def2-TZVPD basis set).

Its molar mass is 357.25 g mol⁻¹. As for the net charge: -1. The frontier orbital gap (spin up / spin down) comes out at 0.22878 / 0.23072 hartree. The calculation puts the HOMO energy (spin up / spin down) at -3.2386 / -3.9708 eV. The expectation value of S² is 2.048. For the relative energy (zero: lowest compared OMol25 entry of this formula, charge and spin), the calculation gives 35.9 kcal per mole. The multiplicity is 3.

Last column: natural (NBO) charge in e.
Element x y z (Å)
1 C -2.54162 -0.20441 2.57340  -0.286
2 C -2.13498 1.14304 2.37354  -0.263
3 C -1.63696 1.27906 1.03584  -0.357
4 H -2.22397 1.96515 3.09880  0.213
5 C -1.85798 0.00550 0.38982  -0.331
6 C -2.31209 -0.94681 1.38924  -0.311
7 H -2.55906 -2.01284 1.23261  0.222
8 H -3.08605 -0.58497 3.44917  0.210
9 H -1.16206 2.17699 0.62214  0.257
10 H -1.74291 -0.20743 -0.67883  0.254
11 C 2.12814 -0.96134 1.52674  -0.421
12 C 1.69399 -1.72792 2.66935  -0.206
13 C 0.59606 -2.54057 2.30555  -0.321
14 H 2.20431 -1.75457 3.63152  0.268
15 C 0.36853 -2.34666 0.90641  -0.352
16 C 1.41918 -1.48309 0.39174  -0.247
17 H 1.70261 -1.31798 -0.69653  0.251
18 H 2.87659 -0.16020 1.54320  0.235
19 H 0.13485 -3.31354 2.93881  0.223
20 H -0.40370 -2.85953 0.32449  0.224
21 Ti -0.02790 -0.16290 1.70704  1.179
22 O 0.32029 0.77184 -0.43041  -0.893
23 C 0.50567 1.85950 -1.52550  -0.112
24 C -0.31117 1.36665 -2.72183  -0.118
25 H 0.05903 3.06293 -1.29204  0.140
26 H 1.61235 1.77456 -1.84470  0.169
27 H -1.39177 1.32493 -2.57959  0.184
28 H -1.65846 1.27776 -5.11350  0.199
29 C -0.60126 0.97255 -5.13717  -0.207
30 C 0.18697 0.88158 -3.92961  -0.024
31 C 1.57581 0.51234 -4.19838  -0.230
32 H 2.21871 0.44234 -3.31854  0.215
33 C 2.07066 0.33293 -5.48725  -0.228
34 H 3.10057 0.07674 -5.67335  0.203
35 C 1.26237 0.48306 -6.61721  -0.243
36 H 1.67174 0.38380 -7.64881  0.201
37 C -0.09326 0.80497 -6.40356  -0.239
38 H -0.70920 0.91325 -7.29280  0.200
39 C -0.52524 0.05673 5.97869  -0.713
40 C 0.23509 -0.45517 4.81668  0.812
41 O 1.15128 -1.21903 5.11289  -0.678
42 O -0.02630 -0.05244 3.58452  -0.743
43 H 0.21342 0.27158 6.77944  0.229
44 H -1.12753 -0.76616 6.39327  0.226
45 H -1.17476 0.93777 5.81472  0.209

=====

(4)
Entry from the OMol25 dataset: C13H24FO6V as an isolated structure (ωB97M-V with the def2-TZVPD basis set).

Its molar mass is 346.27 g mol⁻¹. As for the net charge: +2. The frontier orbital gap (spin up / spin down) comes out at 0.20545 / 0.24649 hartree. The calculation puts the HOMO energy (spin up / spin down) at -15.4814 / -15.4815 eV. The expectation value of S² is 2.015. The multiplicity is 3.

Last column: natural (NBO) charge in e.
Element x y z (Å)
1 V -0.89250 -2.13123 0.82356  1.889
2 F 0.28885 -0.66276 0.65872  -0.580
3 C 4.11305 2.03932 -1.06806  -0.644
4 C 2.65160 1.79126 -0.71537  0.075
5 C 2.06707 2.54958 0.49871  -0.091
6 O 1.01385 3.33506 -0.04706  -0.483
7 C 0.87094 3.07289 -1.36133  0.974
8 O -0.04943 3.37253 -2.04929  -0.581
9 O 1.92892 2.38132 -1.82376  -0.496
10 H 4.82735 1.30975 -0.69033  0.229
11 H 4.42054 2.96115 -0.56275  0.226
12 H 4.22508 2.25885 -2.12480  0.254
13 H 2.34349 0.74588 -0.66767  0.162
14 H 2.81302 3.19049 0.96688  0.207
15 H 1.74133 1.81841 1.23952  0.178
16 C 1.51109 -1.78575 -2.34793  -0.741
17 C 0.35289 -2.65868 -2.07682  0.733
18 O -0.52538 -2.39981 -1.21970  -0.683
19 C 0.18809 -3.88777 -2.89405  -0.736
20 H 2.47356 -2.28499 -2.22453  0.290
21 H 1.50379 -0.87955 -1.74880  0.249
22 H 1.44308 -1.54036 -3.41533  0.290
23 H -0.47109 -3.53742 -3.70531  0.292
24 H -0.30258 -4.68758 -2.34462  0.260
25 H 1.06934 -4.29035 -3.38711  0.275
26 C -0.37641 -1.55991 4.71921  -0.752
27 C -1.07186 -0.75703 3.68471  0.759
28 O -1.43195 -1.28030 2.60782  -0.687
29 C -1.46408 0.65901 3.95015  -0.729
30 H -1.07651 -2.20242 5.25720  0.300
31 H 0.15216 -0.92346 5.42806  0.269
32 H 0.43496 -2.16239 4.29998  0.256
33 H -2.54618 0.64003 3.78213  0.276
34 H -0.94621 1.31214 3.24912  0.283
35 H -1.31111 0.91392 4.99307  0.263
36 C -1.92725 0.62850 -1.68114  -0.777
37 C -2.75673 0.07459 -0.59314  0.724
38 O -2.40229 -0.92098 0.05726  -0.665
39 C -4.12256 0.63435 -0.43300  -0.734
40 H -1.92833 1.73164 -1.67428  0.311
41 H -2.47194 0.53007 -2.62639  0.296
42 H -0.86614 0.40969 -1.61670  0.245
43 H -4.29669 1.66886 -0.70969  0.273
44 H -4.41479 0.53550 0.61504  0.256
45 H -4.78202 -0.01204 -1.02217  0.284